C32H65Br2N2O14P2 | ωB97M-V/def2-TZVPD

The calculation puts the highest occupied orbital energy at -11.12 eV. The HOMO-LUMO gap is 9.082 eV.

ORCA input file:
```
! RIJCOSX wB97M-V def2-TZVPD def2/J DEFGRID3
* xyz 1 1
C -2.0245 3.1895 -1.6879
C -1.8617 4.5906 -1.0912
P -0.7316 4.9921 0.3485
C -0.0575 6.6176 -0.2380
C -0.7211 7.7996 0.5014
C 0.8474 3.8139 0.2381
O 1.8503 4.4505 -0.5037
C 1.6273 4.6315 -1.9080
C 2.5552 3.8334 -2.8240
C 2.2014 2.3689 -3.0833
O 3.8702 4.0119 -2.3196
O 0.5636 2.5875 -0.3726
C 0.5816 1.2787 0.1903
C 0.7652 1.0724 1.7332
C -0.4022 0.1351 2.1944
C -0.4361 -1.2444 1.5088
C -1.8428 -1.6198 1.0656
Br -2.9017 -2.2477 2.5694
P 2.3225 0.0005 2.0890
O 2.6218 -0.7122 0.8541
O 1.8480 -0.9029 3.3289
O 3.5112 0.7814 2.7629
N 0.6781 2.4749 2.4469
C -0.7685 2.9104 2.5926
O -1.4563 2.7408 1.3851
O -2.8408 2.7121 1.7379
C 1.1718 2.2966 3.8966
C 0.3817 2.7902 5.1381
C -0.0686 4.2454 5.3199
C 1.2404 2.2811 6.3162
C 1.5406 3.5915 1.6547
C 3.0135 3.2005 1.4300
C 3.4877 2.2626 0.3480
N 4.6383 1.7809 0.4561
C 1.5772 4.9530 2.3970
C 2.7771 5.4427 3.2516
C 3.2146 4.8144 4.5782
Br 4.8064 3.7016 4.4680
H -1.0875 2.7938 -2.0607
H -2.4395 2.4789 -0.9721
H -2.7168 3.2483 -2.5289
H -2.8414 4.9255 -0.7363
H -1.6025 5.2755 -1.9009
H -0.2328 6.7012 -1.3107
H 1.0232 6.6404 -0.1168
H 0.0256 8.4886 0.8958
H -1.3300 7.4615 1.3420
H -1.3663 8.3748 -0.1614
H 1.8011 5.6891 -2.1057
H 0.5864 4.4116 -2.1606
H 2.4816 4.3689 -3.7809
H 2.3658 2.1132 -4.1297
H 2.8114 1.6920 -2.4799
H 1.1572 2.1607 -2.8575
H 4.4258 3.2607 -2.5626
H -0.3902 0.8560 -0.0621
H 1.3435 0.7014 -0.3273
H -1.3293 0.6201 1.9353
H -0.3990 -0.0049 3.2742
H 0.2155 -1.2891 0.6324
H -0.1046 -2.0194 2.1961
H -1.8338 -2.4335 0.3475
H -2.3943 -0.7792 0.6487
H 1.8831 -1.8479 3.0985
H 3.5439 0.7372 3.7301
H -1.2387 2.3051 3.3546
H -0.7443 3.9568 2.8798
H -3.0988 3.6372 1.5683
H 2.2078 2.6199 3.8927
H 1.1630 1.2207 4.0439
H -0.5304 2.1908 5.1844
H -0.2276 4.4212 6.3828
H -1.0233 4.4438 4.8330
H 0.6422 4.9888 4.9722
H 0.9157 2.7469 7.2451
H 1.1369 1.2014 6.4319
H 2.3072 2.4897 6.1940
H 3.4565 4.1489 1.1325
H 3.5133 2.9338 2.3546
H 2.8546 2.1152 -0.5182
H 4.8761 1.2047 -0.3506
H 0.6267 5.2047 2.8626
H 1.6321 5.6368 1.5491
H 3.6463 5.5327 2.6018
H 2.5158 6.4769 3.4920
H 3.4576 5.5827 5.3039
H 2.4742 4.1733 5.0295
C 1.5243 -4.9889 -0.8974
C 1.5748 -4.7074 -2.3817
O 0.9945 -5.7778 -3.1453
C -0.3402 -5.7820 -3.1804
O -1.0618 -4.9608 -2.6687
O -0.7371 -6.8423 -3.8734
C -2.1572 -6.9947 -3.9866
H 2.0235 -5.9293 -0.6637
H 2.0301 -4.1872 -0.3559
H 0.4933 -5.0478 -0.5502
H 2.6004 -4.6388 -2.7383
H 1.0563 -3.7811 -2.6282
H -2.6124 -6.0897 -4.3833
H -2.5949 -7.2291 -3.0181
H -2.3139 -7.8232 -4.6670
C -6.3026 -13.1311 -4.8936
C -6.4245 -11.6464 -4.6388
O -5.1328 -11.0254 -4.4653
C -4.4640 -10.7816 -5.5890
O -4.8469 -10.9904 -6.7106
O -3.2778 -10.2551 -5.2618
C -2.4276 -9.9962 -6.3852
H -5.7374 -13.6097 -4.0937
H -7.2967 -13.5774 -4.9280
H -5.8066 -13.3229 -5.8435
H -6.9382 -11.4447 -3.7013
H -6.9512 -11.1421 -5.4479
H -2.9443 -9.3941 -7.1296
H -2.0988 -10.9291 -6.8395
H -1.5691 -9.4581 -5.9935
*
```

C32H66NO17S7 | ωB97M-V/def2-TZVPD

The calculation puts the highest occupied orbital energy at -11.57 eV. For the relative energy (zero: lowest compared OMol25 entry of this formula, charge and spin), the calculation gives 577.9 kJ/mol. The HOMO-LUMO gap is 9.547 eV.

ORCA input file:
```
! RIJCOSX wB97M-V def2-TZVPD def2/J DEFGRID3
* xyz 1 1
N -0.5196 0.3141 0.5879
H 0.2756 0.6483 0.3983
H -0.9906 1.1203 0.6810
H -0.8211 -0.4431 1.1298
H -0.7982 -0.0478 -0.3207
C 2.0855 -4.7676 -3.6681
C 2.0606 -3.2971 -3.6658
C 0.7083 -2.6590 -3.9656
O 0.4399 -1.8155 -2.8138
C 1.5090 -1.8709 -2.0213
O 1.5520 -1.1532 -0.9892
O 2.3737 -2.7805 -2.4195
H 2.0867 -5.1643 -4.6066
H 1.3636 -5.2046 -3.0742
H 3.0417 -5.1035 -3.1480
H 2.7886 -2.7225 -4.2592
H -0.1934 -3.3124 -4.1378
H 0.6294 -2.0733 -4.9285
C 4.7457 1.0190 -1.8176
C 5.5597 1.0558 -0.5385
C 4.5132 1.3246 0.6557
S 3.4995 2.6050 -0.1313
O 4.0764 3.8442 0.2789
O 2.1649 2.3160 0.0795
C 3.9515 2.2996 -1.8160
H 4.1437 0.1865 -1.7823
H 5.2967 0.7269 -2.6236
H 6.2494 1.9056 -0.6296
H 6.0300 0.1737 -0.4867
H 4.9237 1.7929 1.5953
H 3.9687 0.4235 0.8544
H 4.4784 3.1782 -2.0831
H 3.0118 2.3005 -2.5893
C -2.8571 2.2949 -4.6545
C -2.1750 0.9163 -5.1549
C -1.1239 0.6046 -4.1579
S -0.5511 2.1019 -3.4340
O 0.6476 2.5486 -4.0651
O -0.6436 1.8315 -2.0022
C -1.7987 3.1470 -4.0688
H -3.5417 2.1005 -3.7816
H -3.2899 2.7817 -5.3408
H -1.5918 1.1578 -6.1279
H -2.7918 0.1989 -5.3712
H -0.0809 0.0489 -4.5108
H -1.6439 -0.1059 -3.6926
H -1.5790 3.6139 -4.9327
H -2.2445 3.8415 -3.2228
C 3.7264 -4.2566 1.5900
C 3.3164 -4.4562 3.0425
C 2.2240 -3.5073 3.2871
S 2.7637 -1.9718 2.5724
O 3.8419 -1.4500 3.3221
O 1.7426 -1.0847 2.0714
C 3.6447 -2.6688 1.2782
H 3.2530 -4.8711 0.7483
H 4.6688 -4.3468 1.5007
H 3.9454 -4.4441 3.7714
H 3.0523 -5.5788 3.0951
H 1.8958 -3.3488 4.2043
H 1.2826 -3.5737 2.5691
H 4.5071 -2.0197 1.0607
H 3.2371 -2.5032 0.4028
C -6.2551 1.7992 -0.2679
C -6.0722 0.5834 0.7345
C -5.6152 -0.5500 -0.3004
S -4.5094 0.2011 -1.3912
O -4.7090 -0.2450 -2.7713
O -3.1673 0.1081 -0.8714
C -4.9241 1.8796 -1.1135
H -6.5271 2.7041 0.3395
H -7.1056 1.7186 -0.8938
H -7.1194 0.3105 0.8939
H -5.3795 0.6551 1.3434
H -6.5852 -0.6125 -0.6987
H -5.1975 -1.6945 0.2634
H -5.0627 2.2825 -2.1901
H -4.0482 2.2913 -0.7610
C -1.8016 5.7420 -0.4367
C -0.8679 4.8015 0.5224
C -1.9794 4.2161 1.2616
S -3.0301 5.4502 1.9128
O -2.3112 6.0926 3.0494
O -4.2655 4.9421 1.9484
C -2.8332 6.5398 0.5059
H -2.1989 5.2483 -1.0717
H -1.1975 6.5966 -0.9660
H -0.1135 5.2510 1.0801
H -0.3478 4.1665 0.0401
H -1.5678 3.6239 2.0345
H -2.5363 3.5549 0.6892
H -2.2279 7.4778 0.9520
H -3.8326 6.5849 0.0366
C -2.5896 -5.8472 0.6831
C -1.9309 -6.2664 -0.6775
C -1.1361 -5.2037 -1.2070
S -0.5184 -4.3072 0.0792
O -1.0417 -2.9858 -0.0447
O 0.9468 -4.3484 0.2378
C -1.2957 -5.1173 1.3885
H -3.1197 -6.7762 1.1097
H -3.2437 -5.0630 0.5056
H -2.6902 -6.4763 -1.3380
H -1.1207 -7.2058 -0.4568
H -2.0417 -4.7029 -1.6185
H -0.2203 -5.6578 -1.8617
H -1.8102 -4.3671 2.1540
H -0.7000 -5.8869 1.8794
C 2.4530 1.3942 6.3853
C 3.2604 1.6712 5.1165
C 2.4971 2.6793 4.2894
S 0.8286 2.1137 4.4310
O 0.5414 1.4826 3.1614
O -0.0350 3.1801 4.8996
C 1.0939 1.0680 5.6949
H 2.3938 2.1559 7.0910
H 2.8437 0.6198 6.8386
H 3.2662 0.7982 4.4249
H 4.2296 1.9019 5.2452
H 2.8084 2.8896 3.2012
H 2.2932 3.5415 4.8820
H 1.0439 -0.0543 5.3101
H 0.3409 1.2309 6.5789
*
```